Entry 1:
The following is a DFT calculation (ωB97M-V/def2-TZVPD) of 7 unconnected molecules or ions with the total composition C24H35NO20S3 in a non-equilibrium geometry.

Values from the calculation:
Orbital gap = 9.81 eV
Energy relative to the best compared isomer or geometry (same formula, charge and spin) = 4.328 eV
HOMO level = -0.3607 hartree
M = 753.73 g/mol
E_tot = -100392.08998 eV

Each line ends with the Löwdin charge.
CARTESIAN COORDINATES (ANGSTROEM)
C (-4.7162, -4.6424, -0.3662)  -0.15
C (-3.4952, -4.7629, -1.2330)  -0.23
O (-3.6630, -3.6959, -2.0413)  -0.21
S (-4.2225, -2.3187, -1.2866)  0.79
O (-5.0737, -1.5645, -2.2021)  -0.22
O (-3.0128, -1.7520, -0.5924)  -0.28
O (-5.0511, -3.2524, -0.2219)  -0.21
H (-4.6861, -5.1075, 0.6191)  0.14
H (-5.5626, -5.1064, -0.8725)  0.13
H (-3.3550, -5.6992, -1.7731)  0.15
H (-2.5054, -4.5682, -0.8199)  0.11
C (3.0103, -5.1823, -4.7277)  -0.21
C (1.7976, -4.8312, -5.6258)  -0.13
O (0.8948, -4.0356, -4.8226)  -0.22
S (1.5975, -3.4650, -3.4456)  0.79
O (0.6316, -3.6848, -2.3664)  -0.26
O (2.1474, -2.1017, -3.7874)  -0.26
O (2.7602, -4.7202, -3.4328)  -0.21
H (3.9937, -4.8564, -5.0663)  0.13
H (3.0891, -6.2694, -4.7255)  0.13
H (1.2315, -5.6425, -6.0834)  0.14
H (2.2604, -4.1096, -6.2990)  0.12
C (-0.1242, -0.4888, -0.0387)  -0.14
C (1.2341, -0.2495, 0.7265)  -0.17
O (1.6318, 1.0845, 0.5816)  -0.21
S (1.2456, 1.5999, -0.8810)  0.71
O (2.2915, 1.1549, -1.8000)  -0.25
O (0.9355, 3.0123, -0.8616)  -0.25
O (-0.1020, 0.5802, -0.9840)  -0.21
H (-1.0235, -0.4650, 0.5768)  0.11
H (-0.2054, -1.3845, -0.6545)  0.10
H (2.0847, -0.8412, 0.3883)  0.13
H (1.1597, -0.2148, 1.8134)  0.11
C (2.9748, 5.5244, -2.3437)  -0.08
C (2.2665, 6.5843, -1.9370)  -0.08
C (2.5937, 7.9177, -2.2395)  0.01
C (3.7372, 8.0985, -3.0070)  -0.12
C (4.4759, 7.0013, -3.4557)  -0.02
C (4.0551, 5.7335, -3.1757)  -0.07
N (4.1158, 9.4975, -3.4399)  -0.36
O (3.4679, 10.4206, -3.0391)  0.08
O (5.0740, 9.6293, -4.1800)  0.07
H (2.6362, 4.5237, -2.1194)  0.10
H (1.4481, 6.3867, -1.2605)  0.11
H (1.9593, 8.7324, -1.9230)  0.12
H (5.3765, 7.1375, -4.0360)  0.12
H (4.7601, 4.9785, -3.4907)  0.11
O (-1.2901, -6.2117, 0.6764)  0.06
C (-0.1418, -5.7257, 0.7059)  -0.38
O (0.9856, -6.5744, 0.5701)  -0.02
C (2.2666, -5.9094, 0.6587)  -0.12
C (1.7878, -4.4460, 0.9304)  -0.15
C (0.2799, -4.3480, 1.0920)  -0.08
H (2.8947, -6.0339, -0.2234)  0.12
H (2.7162, -6.4108, 1.5158)  0.12
H (2.2972, -3.8316, 0.1880)  0.10
H (2.1337, -4.2032, 1.9351)  0.11
H (-0.1782, -3.5171, 0.5555)  0.11
H (0.0593, -4.2427, 2.1542)  0.14
O (-4.1103, 1.0581, 5.4290)  0.07
C (-4.2682, 0.7038, 4.2354)  -0.40
O (-5.0109, -0.4011, 3.9265)  0.03
C (-4.9645, -0.7868, 2.5691)  -0.18
C (-4.2295, 0.2785, 1.8824)  -0.17
C (-3.5262, 1.0589, 2.9954)  -0.08
H (-5.9468, -0.7277, 2.1005)  0.13
H (-4.5331, -1.7877, 2.5772)  0.14
H (-4.8396, 0.9931, 1.3300)  0.12
H (-3.6904, -0.0904, 1.0099)  0.09
H (-3.5301, 2.1432, 2.8843)  0.12
H (-2.4777, 0.7681, 3.0601)  0.12
O (0.8491, 1.1839, 3.9349)  0.07
C (0.5477, 2.3509, 4.2427)  -0.40
O (1.4305, 3.1289, 4.9459)  0.02
C (0.9162, 4.3100, 5.4213)  -0.23
C (-0.3627, 4.5405, 4.6923)  -0.12
C (-0.7862, 3.0446, 4.3245)  -0.03
H (1.6165, 5.1210, 5.2215)  0.13
H (0.8090, 4.1391, 6.4924)  0.13
H (-0.0371, 5.2296, 3.9130)  0.11
H (-1.0981, 5.0923, 5.2778)  0.12
H (-1.5078, 2.9489, 3.5132)  0.10
H (-1.2000, 2.5700, 5.2142)  0.14

***

Entry 2:
The following is a DFT calculation (ωB97M-V/def2-TZVPD) of a molecular structure, C24H35O in a non-equilibrium geometry.

Values from the calculation:
Orbital gap = 7.42 eV
HOMO level = -0.4057 hartree
Total charge = +1
M = 339.54 g/mol
E_tot = -27495.48644 eV

Each line ends with the Löwdin charge.
CARTESIAN COORDINATES (ANGSTROEM)
C (-4.6574, 2.4352, 2.4848)  -0.05
C (-3.8621, 1.4380, 1.7038)  -0.26
C (-3.2155, 0.3948, 2.3757)  0.00
C (-2.4913, -0.5789, 1.6847)  -0.19
C (-1.8221, -1.6277, 2.5404)  -0.05
C (-2.4133, -0.4993, 0.2801)  -0.13
C (-1.6578, -1.5496, -0.5344)  -0.32
C (-2.3305, -2.9267, -0.4905)  -0.03
C (-0.1793, -1.5936, -0.1089)  -0.09
C (0.5935, -0.2551, -0.5186)  -0.17
C (1.9570, -0.0129, 0.1468)  -0.08
C (2.4126, 1.3007, 0.0233)  -0.22
C (1.5393, 2.4041, -0.5311)  -0.04
C (3.6447, 1.6953, 0.5829)  0.03
C (4.4737, 0.7187, 1.1919)  -0.26
C (5.8055, 1.1197, 1.7340)  -0.04
C (4.0059, -0.5562, 1.2799)  -0.03
C (2.8143, -1.0014, 0.7404)  -0.18
C (2.4264, -2.4300, 0.9935)  -0.04
C (-3.0204, 0.5761, -0.3958)  -0.21
C (-2.8868, 0.7267, -1.8900)  -0.04
C (-3.7486, 1.5173, 0.3225)  -0.01
H (-5.0960, 3.1769, 1.8100)  0.08
H (-5.4681, 1.9476, 3.0394)  0.09
H (-4.0311, 2.9575, 3.2174)  0.09
H (-3.2786, 0.3258, 3.4554)  0.12
H (-1.7958, -2.6272, 2.0963)  0.06
H (-0.7970, -1.3396, 2.8257)  0.09
H (-2.3770, -1.7195, 3.4828)  0.09
H (-1.6653, -1.2525, -1.5940)  0.11
H (-3.3498, -2.8390, -0.8798)  0.10
H (-1.7882, -3.6408, -1.1209)  0.08
H (-2.3926, -3.3364, 0.5219)  0.07
H (-0.1417, -1.8773, 0.9708)  0.10
H (0.3172, -2.4249, -0.6640)  0.11
H (-0.1162, 0.6185, -0.3897)  0.16
H (2.1243, 3.3164, -0.7398)  0.09
H (1.0742, 2.0830, -1.4808)  0.06
H (0.7248, 2.6769, 0.1740)  0.11
H (3.9590, 2.7136, 0.5575)  0.11
H (6.2796, 0.2566, 2.2230)  0.08
H (6.4612, 1.4589, 0.9330)  0.09
H (5.7324, 1.9267, 2.4618)  0.09
H (4.6091, -1.3171, 1.8373)  0.14
H (3.3252, -2.9596, 1.3278)  0.09
H (1.7015, -2.5156, 1.8160)  0.09
H (2.0551, -2.9621, 0.1154)  0.07
H (-3.2997, 1.6914, -2.2062)  0.08
H (-1.8332, 0.7093, -2.2108)  0.06
H (-3.4224, -0.0623, -2.4379)  0.10
H (-4.2321, 2.3344, -0.2223)  0.12
C (0.5552, 0.7128, -4.3241)  -0.07
C (1.6264, 0.0993, -3.4163)  0.06
O (0.8076, -0.4619, -1.9397)  -0.06
H (0.9894, 0.7920, -5.3467)  0.11
H (-0.3402, 0.0613, -4.3611)  0.09
H (0.2253, 1.7324, -4.0255)  0.09
H (2.0051, -0.8653, -3.8205)  0.13
H (2.4636, 0.7588, -3.1237)  0.13
H (1.0008, -1.4443, -2.1774)  0.19

***

Entry 3:
The following is a DFT calculation (ωB97M-V/def2-TZVPD) of a molecular structure, C24H36As3BrF9N3O3Pd.

Values from the calculation:
Orbital gap = 5.95 eV
HOMO level = -0.0757 hartree
Total charge = -2
M = 996.64 g/mol
E_tot = -316582.49006 eV

Each line ends with the Löwdin charge.
CARTESIAN COORDINATES (ANGSTROEM)
Pd (-0.6963, 0.8241, -1.5392)  0.43
C (4.9694, -0.1876, -1.1251)  -0.37
As (3.0763, -0.6946, -0.8513)  1.14
C (2.5197, -0.3807, -2.6985)  -0.33
C (2.5203, 1.0872, -0.1604)  -0.34
C (2.2827, 1.2675, 1.3644)  -0.66
C (3.0654, 2.5118, 1.8106)  -0.10
C (0.8052, 1.5026, 1.7132)  -0.36
As (-0.6592, 0.5111, 0.8255)  1.12
C (-2.0230, 1.2130, 2.0362)  -0.29
C (-0.4549, -1.2085, 1.7356)  -0.28
C (2.8164, 0.0526, 2.1505)  -0.42
As (2.8542, 0.1865, 4.1136)  1.10
C (4.7298, 0.7394, 4.3307)  -0.36
C (3.1979, -1.7272, 4.3928)  -0.36
H (5.0367, 0.7643, -1.6572)  0.00
H (5.4700, -0.9594, -1.7134)  0.00
H (5.4858, -0.0978, -0.1667)  -0.01
H (2.9720, 0.5288, -3.1001)  0.02
H (1.4338, -0.2790, -2.7190)  -0.02
H (2.8030, -1.2388, -3.3094)  0.02
H (1.6147, 1.3462, -0.7177)  0.01
H (3.3060, 1.7752, -0.4872)  0.06
H (2.7607, 3.3762, 1.2159)  0.07
H (4.1425, 2.3659, 1.6776)  0.08
H (2.8740, 2.7473, 2.8635)  0.06
H (0.5485, 2.5496, 1.5140)  0.06
H (0.6666, 1.3608, 2.7904)  0.03
H (-1.6779, 1.1299, 3.0699)  0.02
H (-2.9240, 0.6260, 1.8643)  0.00
H (-2.2498, 2.2521, 1.8019)  0.01
H (-0.2327, -1.0343, 2.7917)  0.01
H (0.3214, -1.7954, 1.2470)  -0.01
H (-1.4002, -1.7440, 1.6408)  0.03
H (3.8376, -0.1877, 1.8358)  0.05
H (2.2052, -0.8224, 1.9254)  0.04
H (4.8259, 1.8170, 4.2055)  0.00
H (5.3640, 0.2367, 3.5984)  0.02
H (5.0615, 0.4728, 5.3355)  0.00
H (2.2868, -2.2889, 4.1887)  0.01
H (3.4974, -1.9038, 5.4263)  0.00
H (3.9838, -2.0763, 3.7209)  0.02
C (-1.5347, 3.9836, -0.4610)  -0.11
N (-0.7968, 3.9747, -1.7109)  -0.23
C (0.4102, 4.7804, -1.6619)  -0.10
C (-0.5805, 2.7080, -2.2448)  -0.55
N (-0.2465, 2.1325, -3.2514)  0.03
H (-1.7039, 5.0242, -0.1739)  0.08
H (-0.9892, 3.4712, 0.3395)  0.04
H (-2.4947, 3.4842, -0.5816)  0.08
H (0.1451, 5.8255, -1.4856)  0.07
H (0.9335, 4.7026, -2.6132)  0.08
H (1.0944, 4.4560, -0.8617)  0.07
Br (0.3220, -7.5329, -1.1170)  0.65
C (-0.5720, -6.0051, -1.8304)  -0.67
C (-1.6708, -6.1922, -2.6478)  -0.23
N (-2.3410, -5.1703, -3.1762)  0.06
C (-1.9152, -3.9371, -2.8938)  -0.07
C (-0.8117, -3.6645, -2.0903)  -0.09
C (-0.1253, -4.7310, -1.5384)  -0.06
C (-0.3477, -2.2330, -1.8116)  -0.65
O (-0.9807, -1.3463, -2.4215)  -0.08
O (0.6082, -2.1210, -1.0195)  -0.15
H (-2.0205, -7.1920, -2.8797)  0.09
H (-2.4698, -3.1040, -3.3089)  0.11
H (0.7296, -4.5337, -0.9054)  0.11
F (-6.8735, -1.3908, -1.4819)  0.12
C (-5.8535, -1.3606, -0.5921)  -0.54
F (-5.2564, -2.5518, -0.6550)  0.15
F (-6.4316, -1.2820, 0.6285)  0.12
C (-4.8017, -0.1923, -0.7784)  -0.43
O (-3.7277, -0.4156, -0.0911)  -0.11
C (-4.5475, -0.0532, -2.3347)  -0.54
F (-5.6030, 0.5067, -2.9955)  0.11
F (-3.4843, 0.6868, -2.6101)  0.14
F (-4.3524, -1.2616, -2.8948)  0.14
C (-5.5219, 1.1464, -0.3167)  -0.53
F (-6.8394, 1.2408, -0.6214)  0.12
F (-4.9323, 2.2318, -0.8611)  0.13
F (-5.4342, 1.2978, 1.0102)  0.13